Here is a molecular structure, C46H60As2N3O2PSW from the OMol25 dataset. Energies are from ωB97M-V/def2-TZVPD.

As for the charge: +2. The calculation puts the frontier orbital gap at 7.520 eV. The energy above the lowest of the compared OMol25 structures with the same formula, charge and spin is 0.0000 eV. As for the spin multiplicity: 1.

Geometry (Å):
H  3.891  1.703  2.689
C  -4.167  0.779  0.269
H  3.884  2.126  0.975
H  4.032  -3.731  5.562
C  -3.813  0.301  1.686
H  -4.734  -2.984  -2.393
H  -1.032  0.005  -3.152
C  3.940  -0.380  -1.431
H  5.670  -0.711  1.467
C  3.801  -3.489  3.444
C  4.990  -0.535  -2.325
C  6.517  -0.816  -0.493
H  2.939  -0.210  -1.810
C  3.275  1.733  1.791
H  -3.000  2.626  0.479
N  -1.620  -1.071  4.830
H  -0.448  4.677  -0.910
C  -2.839  1.086  -2.535
H  -2.056  -1.787  5.389
H  -4.029  1.923  -4.098
H  0.390  -5.022  0.614
C  -1.869  5.559  0.435
C  -2.105  4.493  2.577
H  -2.509  -0.542  -3.972
H  -2.702  3.119  -1.698
C  6.278  -0.756  -1.859
H  3.526  4.379  -4.107
C  -4.205  1.392  -3.161
H  -4.391  2.785  -0.613
C  -1.992  0.321  -3.563
H  -5.923  0.720  -1.051
H  -3.191  6.242  1.978
C  -3.546  -2.485  -0.064
H  3.746  -5.001  -3.026
H  -0.903  2.753  2.901
C  -2.096  2.396  -2.229
O  1.263  -1.439  -0.843
H  -4.820  2.035  -2.539
C  2.606  -6.199  -1.659
H  -1.161  -1.979  -1.761
H  -2.137  6.351  -0.253
H  -5.464  -1.475  -1.867
W  0.087  -0.260  0.522
H  1.362  -7.155  -0.195
H  -4.640  2.679  1.115
H  2.321  2.231  -4.274
H  4.015  -4.526  3.222
C  1.653  2.981  -1.040
H  -6.260  0.948  0.657
H  -1.185  2.213  -1.660
H  -2.558  4.455  3.559
O  0.163  -2.462  0.708
C  -4.027  2.310  0.291
H  -1.802  2.845  -3.180
H  1.130  1.325  -2.302
C  2.330  4.198  -0.947
C  -0.573  3.600  0.947
C  2.321  2.781  -3.342
C  3.810  -3.041  4.758
C  3.000  4.698  -2.052
C  3.008  -5.001  -2.235
H  3.032  -7.130  -2.007
H  2.324  4.762  -0.022
H  -4.100  -0.728  1.876
C  3.531  -2.603  2.411
C  3.271  -0.821  4.011
H  2.774  -2.862  -2.222
H  -2.711  -2.330  0.620
C  -1.167  3.541  2.207
C  1.652  2.276  -2.236
H  -1.753  -3.239  3.553
H  -4.476  -2.208  0.426
N  -1.263  -2.501  3.071
S  -0.203  -0.008  2.907
C  5.468  -0.659  0.402
C  1.518  -3.823  -0.769
H  -0.730  -2.732  2.238
C  -0.920  4.615  0.065
C  -2.114  -2.385  -2.090
H  -4.398  -1.508  -3.279
H  4.800  -0.481  -3.389
C  -2.460  5.499  1.688
H  7.094  -0.880  -2.558
C  -1.103  -1.318  3.633
C  1.664  -6.216  -0.636
C  0.964  -2.561  -0.295
H  -3.606  -3.550  -0.294
H  -2.751  0.425  1.897
H  -4.773  0.492  -3.399
C  -5.622  0.415  -0.051
H  1.475  2.292  2.879
H  -1.522  -0.152  5.230
C  -3.325  -1.734  -1.385
H  -1.793  1.001  -4.393
P  -2.970  0.064  -0.980
C  3.277  -1.263  2.693
H  7.519  -0.981  -0.121
H  -2.164  -2.282  -3.169
As  2.783  -0.085  1.247
H  3.549  -2.954  1.384
As  0.752  2.263  0.502
N  -1.484  0.012  -0.267
C  2.465  -3.807  -1.795
C  2.014  2.572  1.970
C  2.997  3.988  -3.248
C  -4.558  -1.913  -2.280
H  -4.367  0.931  2.385
H  -2.123  -3.452  -1.866
C  3.544  -1.709  5.042
H  3.559  -1.359  6.066
H  3.061  0.217  4.246
H  3.525  5.642  -1.984
H  2.231  3.639  2.036
H  -5.828  -0.648  0.067
C  1.119  -5.028  -0.185
C  4.171  -0.445  -0.063

Here are the Löwdin charges for atoms 1 to 5, given in e: number 1, H, carries 0.079; number 2, C, carries -0.587; number 3, H, carries 0.077; number 4, H, carries 0.112; number 5, C, carries -0.082

***

Here is a molecular structure, C46H60AsCl3NO5RuSSi from the OMol25 dataset. Energies are from ωB97M-V/def2-TZVPD.

Its expectation value of S² is 0.755. As for the charge: 0. The calculation puts the frontier orbital gap (alpha / beta) at 5.927 / 5.709 eV. As for the spin multiplicity: 2.

Geometry (Å):
H  6.659  -1.760  0.846
Cl  -0.095  3.258  4.023
H  -2.287  -2.031  -5.867
O  0.556  0.621  -4.538
C  -0.450  -1.442  3.567
C  -2.485  -2.458  5.427
H  -0.190  1.572  9.032
C  -0.950  3.045  -3.049
H  2.362  -0.299  4.474
C  4.424  2.002  -0.584
H  0.435  -1.385  -6.267
H  -1.862  -2.358  -1.627
C  -2.352  0.440  2.334
H  -3.688  3.441  -3.044
C  0.938  3.079  0.324
H  -0.157  6.103  -0.833
C  0.246  0.626  6.621
H  1.528  -4.552  -1.800
C  1.027  -0.525  -6.582
H  -2.983  -1.179  -2.315
H  2.467  -3.031  -1.706
H  2.838  -3.605  1.226
H  -1.654  -3.909  -0.500
C  2.193  2.267  0.293
H  -2.364  3.043  1.168
C  -0.461  -0.940  4.939
H  2.000  -1.702  -4.335
H  2.666  -1.082  2.261
H  -3.062  -0.858  -4.787
H  -0.525  -5.244  -0.185
C  1.629  0.162  -5.360
H  -0.848  -4.153  -3.166
C  -1.336  2.097  3.731
C  -1.482  -3.808  -3.980
C  -3.334  0.222  3.289
Cl  -4.496  0.666  5.679
S  0.758  0.167  -1.558
C  3.423  0.402  0.903
C  -2.590  -2.188  -2.423
H  -3.227  2.266  -1.793
H  -2.360  -4.455  -4.037
C  1.629  0.504  4.565
H  2.919  -0.335  -3.695
C  -2.211  2.311  -5.094
O  -1.748  0.761  -3.316
Ru  0.432  -0.771  0.604
C  4.665  -1.531  1.652
C  -1.658  -0.760  7.021
C  -2.801  -1.908  -4.912
Si  -0.317  -0.061  -3.319
C  1.836  -4.028  1.248
C  -0.213  5.134  -0.358
H  1.812  -0.863  -7.262
C  -1.019  0.914  8.778
H  -1.276  2.074  -5.601
H  1.877  -5.075  0.944
H  6.536  0.305  -0.503
C  -1.435  3.424  0.764
O  -0.327  1.494  1.632
H  -0.919  -3.900  -4.911
O  -0.682  -1.598  -3.813
C  3.287  2.733  -0.494
H  -1.231  4.093  -3.186
H  -1.183  -4.287  1.160
H  -3.409  -2.904  -2.320
H  1.734  2.115  -6.268
C  0.918  4.344  -0.277
H  -4.107  -0.512  3.114
C  3.518  -0.786  1.668
C  -1.412  4.657  0.142
C  -2.046  2.132  -3.589
H  1.446  -3.961  2.263
H  3.219  1.159  -6.446
H  5.249  2.337  -1.202
H  3.385  -1.083  -5.244
H  -1.933  1.511  8.764
H  1.363  0.793  3.548
H  -3.717  -2.502  -4.930
C  2.401  1.411  -5.767
H  -2.285  2.460  5.615
C  0.450  0.048  5.375
C  5.701  -0.008  0.112
H  -2.119  -3.154  4.677
H  0.931  1.398  6.953
C  -2.311  1.898  4.693
N  2.259  1.125  0.944
C  -3.359  2.415  -2.867
H  -0.007  2.864  -3.567
C  5.767  -1.148  0.858
H  -2.323  5.233  0.052
C  -0.804  0.250  7.448
H  -0.798  2.853  -1.987
H  -2.991  1.646  -5.469
C  -0.275  2.675  0.897
H  2.814  1.895  -4.881
C  -1.506  -1.366  5.785
C  -1.337  1.368  2.542
C  -1.895  -2.357  -3.770
H  4.730  -2.429  2.254
H  -2.463  -1.086  7.671
H  2.109  1.349  5.056
C  -3.296  0.954  4.461
As  0.683  -3.007  0.043
Cl  -2.344  -0.493  0.886
H  3.220  3.648  -1.056
H  0.865  -3.018  -2.446
C  4.537  0.794  0.135
H  -2.492  3.341  -5.327
C  1.471  -3.471  -1.665
H  -4.135  1.733  -3.220
H  -1.348  -1.995  3.252
H  -1.128  0.174  9.571
O  0.419  -1.246  2.728
H  -3.426  -2.031  5.068
C  2.543  -0.798  -4.608
H  -2.716  -3.038  6.320
C  -0.834  -4.245  0.126
H  0.376  0.169  -7.117
H  1.823  4.747  -0.701

Here are the Löwdin charges for atoms 1 to 5, given in e: number 1, H, carries 0.102; number 2, Cl, carries 0.827; number 3, H, carries 0.088; number 4, O, carries -0.169; number 5, C, carries -0.185